# 1
Density functional theory data (ωB97M-V/def2-TZVPD) for C24H62Cu2N4O13 as an isolated structure in a non-equilibrium geometry.

Atoms and positions in Å:
Cu (9.6210, 2.8268, 14.6696)
Cu (12.5419, -0.6051, 14.7529)
O (11.5812, 1.8471, 18.1916)
C (11.7485, 1.5061, 16.8938)
O (12.6484, 0.6300, 16.6300)
O (11.0009, 1.9583, 16.0113)
H (12.3217, 1.2733, 18.4887)
O (12.5888, 2.1253, 11.6895)
C (12.1370, 1.9264, 12.9285)
O (12.7635, 1.1967, 13.7297)
O (11.0509, 2.5338, 13.2253)
H (11.8901, 2.7060, 11.3392)
C (13.9770, 4.3511, 17.7849)
C (14.9934, 3.8189, 16.7800)
O (14.4104, 3.6065, 15.4919)
H (13.1997, 4.9309, 17.2850)
H (14.5348, 5.0262, 18.4349)
H (13.5129, 3.5482, 18.3543)
H (15.4235, 2.8664, 17.1282)
H (15.8532, 4.4751, 16.6556)
H (13.6639, 3.0278, 15.6733)
C (9.7623, -1.1955, 17.7066)
C (9.1414, -2.0630, 18.7789)
O (9.1984, -3.4390, 18.4408)
H (10.7426, -1.4927, 17.3038)
H (9.8491, -0.1503, 18.0150)
H (9.2043, -1.1955, 16.7595)
H (8.0822, -1.7983, 18.8403)
H (9.5441, -1.8496, 19.7733)
H (9.9960, -3.6034, 17.9314)
C (4.5382, 2.2287, 17.6496)
O (5.8126, 2.3779, 17.0794)
C (6.9170, 2.3317, 17.9436)
C (8.1523, 2.2160, 17.0807)
N (8.2774, 3.3839, 16.1596)
C (8.8502, 4.5452, 16.8004)
C (9.2364, 5.5639, 15.7569)
O (10.1932, 4.9063, 14.8837)
C (10.8263, 5.7180, 13.9094)
H (4.1845, 3.0980, 18.2122)
H (4.5061, 1.2938, 18.2152)
H (3.7751, 2.1369, 16.8753)
H (6.8858, 1.3723, 18.4817)
H (6.9075, 3.1815, 18.6320)
H (8.0578, 1.2621, 16.5584)
H (9.0543, 2.1910, 17.6893)
H (7.3157, 3.5559, 15.8486)
H (9.6763, 4.2307, 17.4480)
H (8.2725, 5.0377, 17.5937)
H (9.7093, 6.4681, 16.1351)
H (8.3317, 5.8299, 15.1990)
H (10.2387, 6.3991, 13.2922)
H (11.4289, 5.0935, 13.2573)
H (11.6089, 6.3330, 14.3742)
C (12.3977, -1.8837, 20.5248)
C (13.0435, -0.8550, 19.6266)
C (14.0227, 0.0936, 20.2479)
O (13.3449, 0.9511, 21.1287)
C (14.1233, 1.9323, 21.7441)
N (13.7215, -1.5956, 18.5210)
H (11.7589, -1.4753, 21.3080)
H (13.1766, -2.4996, 20.9914)
H (11.7867, -2.6703, 20.0674)
H (12.2486, -0.3081, 19.1004)
H (14.5647, 0.6756, 19.4811)
H (14.8065, -0.4467, 20.7998)
H (14.4035, 2.7500, 21.0553)
H (15.0605, 1.5403, 22.1481)
H (13.5609, 2.4959, 22.4847)
H (13.2165, -2.4652, 18.3943)
H (13.5956, -1.0606, 17.6666)
C (16.4611, 0.0521, 16.2177)
C (15.4825, 0.3692, 15.0985)
C (16.0810, 0.7407, 13.7591)
O (16.7693, -0.3663, 13.2017)
C (18.1544, -0.2036, 13.0038)
N (14.6364, -0.8655, 14.9104)
H (17.2137, -0.6917, 15.9621)
H (15.8814, -0.2327, 17.1006)
H (17.0050, 0.9388, 16.5507)
H (14.7823, 1.1435, 15.4148)
H (16.6969, 1.6243, 13.9303)
H (15.2670, 0.8586, 13.0386)
H (18.6978, -1.1317, 12.8512)
H (18.6651, 0.2806, 13.8462)
H (18.3231, 0.4523, 12.1448)
H (15.0147, -1.3949, 14.1088)
H (14.8836, -1.5148, 15.6655)
C (10.8553, 2.7642, 21.5085)
C (9.4409, 3.2517, 21.2964)
C (8.8372, 4.0422, 22.4511)
O (8.8185, 3.1801, 23.5574)
C (7.9031, 3.5089, 24.5888)
N (9.3315, 3.9510, 19.9904)
H (11.1613, 1.9913, 20.8099)
H (11.0708, 2.3696, 22.5012)
H (11.5385, 3.6229, 21.4294)
H (8.8046, 2.3646, 21.1918)
H (7.8016, 4.2345, 22.1302)
H (9.4035, 4.9450, 22.7036)
H (7.8004, 4.5406, 24.9304)
H (8.1085, 2.8291, 25.4091)
H (6.9217, 3.2319, 24.1729)
H (8.5642, 4.6145, 20.0185)
H (10.2101, 4.4475, 19.8704)

Output
2S+1 = 3
frontier orbital gap (alpha / beta) = 5.8502 / 3.4363 eV
F_max = 0.0692 hartree/bohr
E_LUMO (alpha / beta) = -7.36 / -9.78 eV
charge = +2

Atomic partial charges in e from the Mulliken method, atoms 1 to 99:
1. Cu -0.1650
2. Cu -0.2512
3. O 0.5188
4. C -1.3098
5. O 2.9978
6. O -0.0538
7. H -0.8001
8. O -0.4279
9. C 0.5291
10. O -0.1501
11. O -0.3681
12. H 0.3406
13. C -0.6902
14. C 0.1610
15. O -0.4927
16. H 0.0516
17. H 0.5139
18. H -0.0308
19. H -0.1240
20. H 0.4789
21. H -0.1811
22. C -0.0460
23. C -0.4239
24. O -0.5306
25. H -0.0081
26. H -0.3601
27. H 0.4530
28. H 0.3519
29. H 0.2174
30. H 0.3188
31. C -0.7892
32. O -0.3647
33. C -1.0582
34. C 0.5047
35. N 0.3600
36. C 0.5583
37. C -1.1115
38. O 0.0039
39. C -0.7980
40. H 0.3004
41. H 0.3236
42. H 0.2666
43. H 0.5860
44. H 0.3479
45. H 0.1393
46. H -0.5319
47. H 0.2871
48. H -0.2746
49. H 0.3708
50. H 0.5181
51. H 0.4072
52. H 0.3321
53. H 0.1659
54. H 0.3026
55. C -1.7900
56. C 2.7473
57. C -1.0373
58. O -0.2142
59. C -0.8760
60. N -0.6287
61. H 0.3855
62. H 0.3796
63. H 0.4556
64. H -1.2590
65. H 0.1509
66. H 0.6902
67. H 0.2548
68. H 0.4014
69. H 0.2842
70. H 0.3209
71. H -0.1615
72. C -1.6254
73. C 2.2940
74. C -0.9965
75. O -0.3901
76. C -0.7514
77. N -0.2806
78. H 0.4512
79. H 0.4159
80. H 0.3692
81. H -1.4946
82. H 0.5008
83. H 0.3401
84. H 0.2844
85. H 0.3174
86. H 0.3171
87. H 0.4187
88. H 0.3129
89. C -1.4822
90. C 0.5407
91. C -0.8394
92. O -0.2874
93. C -0.8177
94. N -0.2514
95. H 0.0243
96. H 0.5244
97. H 0.3804
98. H 0.0142
99. H 0.4464

=====

# 2
Density functional theory data (ωB97M-V/def2-TZVPD) for a 2-piece molecular cluster, C20H31F3N6O4PS overall in a non-equilibrium geometry.

Atoms and positions in Å:
C (6.8402, -1.7090, 1.5740)
C (5.9768, -1.0017, 0.4999)
O (4.7323, -0.5876, 1.1342)
C (3.8145, -0.2110, 0.2188)
O (4.0996, 0.2290, -0.8340)
C (2.3794, -0.4573, 0.6651)
C (1.4189, 0.6972, 0.2637)
C (0.5881, 1.2975, 1.4199)
N (-0.4522, 0.4294, 1.9644)
C (-0.2621, -0.2641, 3.0643)
P (1.1700, -0.3808, 4.2618)
S (1.1425, -2.1357, 5.0769)
N (-1.3246, -1.0098, 3.3602)
C (-2.1930, -0.7191, 2.3703)
N (-3.3675, -1.3232, 2.3664)
C (-4.4275, -1.1785, 1.3612)
C (-5.2053, -2.5475, 1.2952)
O (-6.5386, -2.4206, 1.7311)
C (-7.5016, -2.3860, 0.6910)
C (-8.1008, -0.9589, 0.5959)
F (-9.3568, -1.0277, 0.2030)
F (-7.4024, -0.2555, -0.3021)
F (-8.0399, -0.3612, 1.7617)
N (-1.7233, 0.1807, 1.4935)
N (-2.3072, 0.7500, 0.4037)
C (-1.8461, 0.2253, -0.9011)
C (-2.4157, 2.1870, 0.5176)
C (-2.1563, 3.1728, -0.6161)
O (-2.7688, 2.6131, 1.5526)
H (7.8176, -1.2190, 1.6415)
H (7.0332, -2.7453, 1.2762)
H (6.3204, -1.6829, 2.5363)
H (5.7862, -1.6628, -0.3516)
H (6.4800, -0.0982, 0.1390)
H (2.3663, -0.7359, 1.7226)
H (2.0629, -1.3554, 0.1130)
H (2.0507, 1.5172, -0.1119)
H (0.8318, 0.3585, -0.5932)
H (1.2897, 1.5612, 2.2188)
H (0.1985, 2.2639, 1.0679)
H (2.3987, -0.0193, 3.6684)
H (0.8663, 0.5699, 5.2726)
H (-3.5376, -1.9459, 3.1457)
H (-5.1155, -0.3910, 1.6919)
H (-4.0545, -0.9968, 0.3526)
H (-4.7215, -3.2695, 1.9735)
H (-5.0905, -2.9647, 0.2857)
H (-8.2741, -3.1261, 0.9343)
H (-7.1102, -2.6421, -0.3022)
H (-2.7169, 0.2121, -1.5735)
H (-1.0708, 0.8129, -1.3975)
H (-1.5551, -0.8234, -0.7766)
H (-1.6369, 4.0231, -0.1603)
H (-1.5173, 2.8107, -1.4275)
H (-3.1099, 3.5377, -1.0113)
N (4.9209, 1.9945, -6.7040)
C (5.4237, 2.5890, -5.6216)
C (5.0737, 2.2503, -4.3231)
C (4.1458, 1.2390, -4.1373)
C (3.6098, 0.6093, -5.2492)
C (4.0311, 1.0227, -6.5041)
H (6.1437, 3.3764, -5.8167)
H (5.5165, 2.7657, -3.4813)
H (3.8456, 0.9454, -3.1393)
H (2.8823, -0.1851, -5.1471)
H (3.6424, 0.5569, -7.4035)

Output
frontier orbital gap = 7.9450 eV
F_max = 0.0552 hartree/bohr
E_LUMO = -3.29 eV
charge = +1

Partial charges, Mulliken, in e:
1. C -1.0324
2. C -0.2022
3. O -0.3236
4. C 0.2241
5. O -0.5302
6. C -0.3477
7. C 0.0490
8. C -1.1688
9. N 0.1297
10. C 0.3623
11. P 0.2086
12. S -0.3015
13. N -0.6153
14. C 0.3378
15. N -0.1262
16. C 0.1249
17. C -0.8761
18. O -0.3514
19. C -0.6426
20. C 0.8811
21. F -0.2718
22. F -0.2707
23. F -0.2387
24. N 0.6209
25. N -0.1617
26. C -1.2823
27. C 0.4704
28. C -1.0648
29. O -0.4927
30. H 0.2904
31. H 0.3001
32. H 0.2829
33. H 0.3240
34. H 0.2889
35. H 0.0066
36. H 0.3224
37. H 0.4584
38. H 0.0242
39. H 0.5177
40. H 0.3059
41. H 0.1292
42. H 0.1544
43. H 0.3496
44. H 0.2620
45. H 0.0885
46. H 0.4293
47. H 0.3499
48. H 0.3804
49. H 0.3133
50. H 0.3649
51. H 0.4287
52. H 0.4515
53. H 0.3915
54. H 0.3308
55. H 0.3327
56. N -0.5305
57. C -0.2433
58. C -0.4872
59. C 0.1096
60. C -0.4777
61. C -0.2506
62. H 0.3456
63. H 0.3612
64. H 0.4944
65. H 0.3472
66. H 0.3449

=====

# 3
Density functional theory data (ωB97M-V/def2-TZVPD) for a single C5H8O molecule in a non-equilibrium geometry.

Atoms and positions in Å:
C (-0.5336, 1.6217, -0.0197)
C (-0.0980, 0.4466, -0.8611)
C (1.1242, -0.3511, -0.4578)
C (-0.2414, -0.9608, -0.4112)
C (-0.1174, -1.1274, 1.8653)
O (-0.8181, -1.4412, 0.7984)
H (-0.2896, 1.4746, 1.0364)
H (-0.0257, 2.5263, -0.3700)
H (-1.6130, 1.7822, -0.1054)
H (-0.2617, 0.5597, -1.9293)
H (1.5969, -0.0540, 0.4768)
H (1.8024, -0.7457, -1.2074)
H (-0.4491, -1.7417, -1.1300)
H (-0.0720, -2.1023, 2.3734)

Output
frontier orbital gap = 8.7198 eV
F_max = 0.0278 hartree/bohr
relative energy (zero: lowest compared OMol25 entry of this formula, charge and spin) = 475.57 kJ/mol
E_LUMO = 0.41 eV

Partial charges, Mulliken, in e:
1. C -1.3325
2. C 0.2613
3. C -0.8119
4. C -0.0573
5. C -0.3411
6. O -0.2697
7. H 0.3539
8. H 0.3480
9. H 0.3055
10. H 0.3433
11. H 0.3618
12. H 0.2695
13. H 0.3916
14. H 0.1775

=====

# 4
Density functional theory data (ωB97M-V/def2-TZVPD) for C10H24BrF6N2O10S2V as an isolated structure in a non-equilibrium geometry.

Atoms and positions in Å:
O (1.8099, -1.0115, 1.4383)
V (2.8875, -0.0851, 0.6804)
O (3.6075, -1.0675, -0.2707)
C (4.5194, -3.8948, -5.8160)
C (3.1590, -4.2899, -6.4507)
C (2.2177, -5.0337, -5.5073)
O (1.0704, -5.4685, -6.2884)
C (0.1312, -6.1639, -5.5672)
N (2.4623, -2.9223, -6.8500)
H (3.0088, -2.3904, -7.5123)
H (1.6340, -3.1090, -7.3969)
H (2.1721, -2.2727, -6.1331)
H (5.0286, -3.1466, -6.4234)
H (5.1750, -4.7602, -5.9123)
H (4.4806, -3.6083, -4.7651)
H (3.2546, -4.6839, -7.4625)
H (1.9114, -4.4262, -4.6557)
H (2.6707, -5.9767, -5.2011)
H (-0.8434, -5.9777, -6.0185)
H (0.0433, -5.8727, -4.5205)
H (0.4054, -7.2166, -5.4988)
C (-5.8083, -0.7865, 8.4721)
C (-5.3349, 0.1845, 7.3013)
C (-5.4306, -0.2886, 5.8063)
O (-5.1703, 0.8225, 4.9831)
C (-4.9016, 0.5957, 3.6055)
N (-6.1692, 1.4061, 7.3132)
H (-7.1401, 1.2320, 7.5303)
H (-5.7344, 2.0629, 7.9454)
H (-6.2507, 1.7716, 6.3752)
H (-5.5768, -1.7789, 8.0852)
H (-6.8940, -0.8324, 8.5581)
H (-5.3517, -0.5574, 9.4350)
H (-4.3142, 0.5358, 7.4526)
H (-6.3832, -0.7214, 5.5007)
H (-4.6560, -1.0099, 5.5459)
H (-5.6946, 0.0358, 3.1097)
H (-3.8915, 0.1878, 3.5685)
H (-5.0679, 1.6587, 3.4307)
C (6.0703, 3.5741, -4.5142)
F (5.2189, 2.8498, -5.2560)
F (6.9346, 2.7344, -3.9321)
F (6.7171, 4.5018, -5.2555)
S (4.9432, 4.4391, -3.2423)
O (3.7737, 4.9030, -3.9815)
O (4.7530, 3.4052, -2.2261)
O (5.7802, 5.5451, -2.7775)
C (-1.0023, 6.0517, 2.0304)
F (-1.8735, 5.6366, 2.9420)
F (-1.1389, 5.4200, 0.8961)
F (-1.0923, 7.3536, 1.8475)
S (0.7459, 5.5405, 2.8016)
O (0.9014, 4.1638, 2.2804)
O (1.6901, 6.5362, 2.2608)
O (0.4512, 5.5970, 4.2676)
Br (6.0912, 0.6079, 3.9721)

Output
frontier orbital gap = 3.4885 eV
F_max = 0.0934 hartree/bohr
relative energy (zero: lowest compared OMol25 entry of this formula, charge and spin) = 1184.14 kJ/mol
E_LUMO = -3.08 eV

Partial charges, Mulliken, in e:
1. O -0.6278
2. V 1.7881
3. O -0.5969
4. C -1.3352
5. C 0.2187
6. C -0.6533
7. O -0.3316
8. C -0.7668
9. N -0.4123
10. H 0.3574
11. H 0.3567
12. H 0.3230
13. H 0.4297
14. H 0.3734
15. H 0.3604
16. H 0.3440
17. H 0.4372
18. H 0.4066
19. H 0.2627
20. H 0.3368
21. H 0.2927
22. C -1.1696
23. C 0.0707
24. C -0.7406
25. O -0.3987
26. C -0.7583
27. N -0.2285
28. H 0.3690
29. H 0.3443
30. H 0.3051
31. H 0.3352
32. H 0.3855
33. H 0.3585
34. H 0.3718
35. H 0.3803
36. H 0.4534
37. H 0.3270
38. H 0.3135
39. H 0.2815
40. C 0.5728
41. F -0.2477
42. F -0.2256
43. F -0.2226
44. S 1.0866
45. O -0.6491
46. O -0.6434
47. O -0.6724
48. C 0.5894
49. F -0.2387
50. F -0.2282
51. F -0.2335
52. S 1.0426
53. O -0.6494
54. O -0.6199
55. O -0.6622
56. Br -0.5623

=====

# 5
Density functional theory data (ωB97M-V/def2-TZVPD) for a 2-piece molecular cluster, C5H8O overall.

Atoms and positions in Å:
C (-1.3892, -0.7213, -0.4158)
C (-0.1263, -1.1704, 0.3455)
C (0.5102, 0.1662, -0.0817)
C (-0.6072, 0.5629, -0.7251)
C (0.6640, 0.7217, -1.4723)
H (-2.3071, -0.5788, 0.1580)
H (-1.6138, -1.2988, -1.3182)
H (-0.2010, -1.2682, 1.4310)
H (0.3806, -2.0470, -0.0697)
H (1.0778, 1.7245, -1.5276)
H (0.9233, 0.0877, -2.3268)
O (0.8954, 1.3364, 2.5067)
H (1.5550, 1.0876, 1.8452)
H (0.1494, 1.5943, 1.9525)

Output
frontier orbital gap = 9.4149 eV
F_max = 0.0075 hartree/bohr
relative energy (zero: lowest compared OMol25 entry of this formula, charge and spin) = 499.35 kJ/mol
E_LUMO = 0.37 eV

Partial charges, Mulliken, in e:
1. C -0.5538
2. C -0.4733
3. C 0.0930
4. C -0.0024
5. C -0.5730
6. H 0.2452
7. H 0.2378
8. H 0.2039
9. H 0.2716
10. H 0.1929
11. H 0.2281
12. O -0.6342
13. H 0.3930
14. H 0.3713

=====

# 6
Density functional theory data (ωB97M-V/def2-TZVPD) for C15H23ClN2SW as an isolated structure in a non-equilibrium geometry.

Atoms and positions in Å:
C (0.2428, 0.7545, -4.8244)
C (1.6120, 1.3133, -5.2063)
C (0.0256, -0.5680, -5.5568)
C (-0.8373, 1.7465, -5.2508)
Cl (0.1507, 0.4782, -2.9684)
H (0.0705, -0.4202, -6.6463)
H (-0.9499, -0.9923, -5.3164)
H (0.7930, -1.2945, -5.2863)
H (1.6736, 1.4756, -6.2930)
H (2.4087, 0.6231, -4.9258)
H (1.7968, 2.2691, -4.7145)
H (-0.8032, 1.9154, -6.3376)
H (-0.6987, 2.7091, -4.7569)
H (-1.8307, 1.3721, -5.0000)
C (1.7974, -1.3876, 2.5077)
C (0.8662, -2.1317, 1.6878)
C (0.9716, -1.6283, 0.3256)
H (0.2648, -2.9756, 2.0003)
C (1.9105, -0.5236, 0.3587)
C (2.4420, -0.4255, 1.6808)
H (3.2306, 0.2515, 1.9737)
H (2.1062, -1.6624, 3.5175)
H (0.5461, -2.1028, -0.5577)
H (2.2594, -0.0030, -0.5186)
C (-1.9591, 0.9918, 1.9458)
C (-2.0302, -0.2338, 2.7147)
C (-2.0581, -1.3249, 1.7777)
H (-2.2118, -0.3118, 3.7855)
C (-2.0088, -0.7829, 0.4361)
C (-1.9032, 0.6504, 0.5483)
H (-1.8031, 1.3523, -0.2817)
H (-2.0514, 1.9988, 2.3316)
H (-2.2213, -2.3598, 2.0511)
H (-2.1840, -1.3475, -0.4767)
W (-0.1563, -0.1684, 1.6432)
N (0.0439, 1.2762, 6.1229)
C (0.1528, 0.4901, 5.0353)
N (-0.1803, -0.8013, 5.1929)
S (0.6626, 1.3214, 3.5792)
H (-0.1498, 0.8879, 7.0480)
H (0.3469, 2.2400, 6.0195)
H (-0.0033, -1.5270, 4.4937)
H (-0.3344, -1.1444, 6.1407)

Output
2S+1 = 3
frontier orbital gap (alpha / beta) = 7.9293 / 6.5508 eV
F_max = 0.1206 hartree/bohr
E_LUMO (alpha / beta) = -7.36 / -8.74 eV
charge = +2

Partial charges, Mulliken, in e:
1. C 0.9695
2. C -1.3730
3. C -1.3932
4. C -1.3662
5. Cl -0.1572
6. H 0.3657
7. H 0.3781
8. H 0.3741
9. H 0.3693
10. H 0.3741
11. H 0.3786
12. H 0.3672
13. H 0.3766
14. H 0.3712
15. C -0.4208
16. C -0.7035
17. C -0.3457
18. H 0.5665
19. C -0.5611
20. C -0.4683
21. H 0.4936
22. H 0.5981
23. H 0.6161
24. H 0.5632
25. C -0.0775
26. C -0.3860
27. C -0.6626
28. H 0.6866
29. C -0.3420
30. C -0.8435
31. H 0.4992
32. H 0.4806
33. H 0.5678
34. H 0.5491
35. W 0.5217
36. N -0.4234
37. C 0.8676
38. N -0.3356
39. S -0.3361
40. H 0.2236
41. H 0.2393
42. H 0.1362
43. H 0.2621

=====

Which value of F_max does entry 5 give? 0.0075 hartree/bohr

=====

The highest F_max belongs to which entry? C15H23ClN2SW